[1]
A cluster of 9 separate species, C30H31Cl32I2N6O5 in total in a non-equilibrium geometry, computed with the ωB97M-V functional and the def2-TZVPD basis.

Calculated values
Kohn-Sham gap, eV: 7.36
F_max, eV Å⁻¹: 6.73
HOMO level, eV: -11.008
Total charge: +1
2S+1: 1

Element x y z (Å)
1 Cl -10.06636 2.70797 8.99330
2 H 7.35476 2.30288 -3.62616
3 Cl -3.98721 -3.76553 7.08669
4 Cl 9.66701 -2.76375 -0.09059
5 I 6.46597 -2.91133 0.95540
6 H -2.30000 2.25595 -0.94511
7 C -8.04955 -3.00957 7.66132
8 C 11.38676 -2.63858 -0.52564
9 O 2.31675 0.04019 -2.67899
10 H -5.15128 -0.05988 -1.00004
11 C 3.21838 0.82645 -0.42894
12 H -1.37515 3.25936 2.63264
13 C -2.60712 2.34284 -3.24760
14 N 2.36078 0.81887 -1.59007
15 C -0.35228 3.51929 0.68858
16 H -2.27682 2.50652 1.23213
17 C 1.24101 6.16817 1.16693
18 Cl -7.63478 1.73601 1.80218
19 H -1.63289 -1.15833 -0.82526
20 C 1.74787 2.47804 -0.05081
21 H -0.24014 0.36310 -1.31682
22 H 7.04667 0.47015 -1.51365
23 H 4.66349 3.86328 -7.17927
24 C -2.11075 1.62436 -1.87450
25 Cl -2.79218 -6.69276 -8.43793
26 Cl -3.44209 -2.43076 -4.14291
27 H 5.33371 1.11197 1.09641
28 C -2.95668 -7.57041 -6.90220
29 N 4.25862 -0.00879 -0.18524
30 N 2.88748 1.84680 0.58004
31 Cl 11.54586 -1.75575 -2.06047
32 O 1.53048 0.76166 -4.71634
33 H -5.03823 1.48911 -2.11429
34 Cl -2.31316 -4.25994 -2.19761
35 C 7.33734 -0.42944 -0.87281
36 H 7.59654 -0.00505 0.17162
37 C 2.49745 0.78932 -3.90576
38 H -0.75814 1.61304 1.93826
39 C 5.16034 1.58533 -3.62633
40 C -3.07555 0.31269 -1.71067
41 H 7.12554 3.79251 -5.97878
42 C 3.67868 2.45805 -5.64399
43 Cl 2.05609 -5.09473 3.15657
44 Cl -5.49585 -0.21099 2.02832
45 Cl -11.30460 0.20848 9.79394
46 C 1.63161 4.91400 0.21423
47 Cl -4.67764 -7.71203 -6.48220
48 Cl -9.14413 -1.74663 8.26373
49 Cl 2.76105 -2.28952 2.92513
50 H 8.31880 -0.84345 -1.31444
51 H -3.63100 2.83861 -3.14538
52 C 6.37061 2.38582 -4.20605
53 H -1.79614 3.06260 -3.60447
54 C -4.54688 0.88009 -1.28516
55 H -2.47104 -0.06911 0.49160
56 Cl -8.57319 0.79665 10.58532
57 C -6.01459 1.43254 2.46119
58 H 4.24624 0.00739 1.82883
59 N 1.46128 1.83399 -1.29526
60 C 3.78813 1.57934 -4.34272
61 C -2.61716 -0.64567 -0.49068
62 C -1.22050 2.62195 1.67804
63 H -2.74453 1.48643 -4.00851
64 O 2.33957 5.13259 -0.79057
65 H -3.35172 -1.50532 -0.29035
66 Cl -2.25228 -9.19246 -7.06841
67 Cl -2.10578 -6.68346 -5.61913
68 Cl -6.71120 -2.25676 6.76626
69 H 6.48375 -2.30151 -1.70759
70 C -3.81346 -3.72311 -2.98498
71 C -10.17947 1.49415 10.28601
72 Cl -8.94271 -4.10313 6.58241
73 C -0.59918 1.14337 -2.07878
74 Cl -4.28600 -1.26884 5.60876
75 Cl -1.68613 -2.53985 5.82755
76 H -3.09976 -0.30127 -2.67439
77 H -4.42658 1.47022 -0.30149
78 Cl -0.02588 -3.08447 2.95930
79 I 3.43144 -2.85068 -0.58226
80 C 4.87153 3.26280 -6.22096
81 C 6.23537 -1.59985 -0.82169
82 H 0.50006 6.82402 0.60213
83 O 0.39964 2.23950 -2.03913
84 Cl -10.77541 2.26466 11.77126
85 O -0.97266 4.27859 -0.11824
86 Cl -4.55697 -5.09139 -3.83613
87 Cl -7.39803 -3.93274 9.03328
88 N 1.12565 3.59494 0.65316
89 Cl 1.57058 -3.29063 5.37701
90 H 4.59817 -0.92710 -2.18362
91 Cl 12.07233 -4.26696 -0.70515
92 H -0.53984 0.61452 -3.10801
93 C -3.43207 -2.83405 5.68097
94 H 5.27740 0.99409 -2.66327
95 H 2.15729 6.71397 1.56757
96 C 6.25471 3.22178 -5.52111
97 C 1.59074 -3.44094 3.60581
98 C 4.71876 -1.10848 -1.06602
99 Cl -6.05373 1.59359 4.22968
100 Cl -4.93854 -3.10374 -1.75906
101 Cl -3.75483 -3.75339 4.19478
102 H 2.66104 2.48808 -6.15998
103 Cl 12.25836 -1.76602 0.75259
104 N 4.89424 0.18417 1.05074
105 H 0.67306 5.77683 2.09778
106 Cl -4.86916 2.61452 1.78453


[2]
A structure of composition C30H31Cl5LuN3Si in a non-equilibrium geometry, computed with the ωB97M-V functional and the def2-TZVPD basis.

Calculated values
Kohn-Sham gap, eV: 5.94
F_max, eV Å⁻¹: 1.42
Energy relative to the best compared isomer or geometry (same formula, charge and spin), eV: 0.000
HOMO level, eV: -11.980
Total charge: +2
2S+1: 1

Element x y z (Å)
1 H 0.11205 2.58116 3.35233
2 H -1.56205 2.65256 1.24293
3 H 4.33975 3.14686 3.23573
4 Cl -4.77515 -3.04174 -1.34817
5 C -2.28615 2.10106 1.83783
6 C -1.14015 -2.74064 1.86543
7 C -2.44045 -4.44484 -1.35847
8 H 0.14095 0.39456 -3.32637
9 C 0.96855 -3.68764 3.38533
10 C 2.59875 1.04706 -2.25907
11 H 0.70195 3.96716 -2.13957
12 C 3.61125 1.35866 2.31363
13 C -2.25275 -2.08364 -1.63897
14 H 0.96445 1.28286 -6.05327
15 C -1.08085 -4.08064 2.20163
16 C 2.49055 0.62076 1.97773
17 H 2.86725 3.17596 -2.23167
18 C -4.12385 0.74786 3.39023
19 H -0.59735 2.75656 -3.90687
20 C 0.74825 2.87336 -2.22747
21 C -2.91945 0.14896 3.06553
22 H 2.08965 3.95106 3.84163
23 H -0.59305 0.90476 -5.59287
24 C -3.48205 2.70826 2.17193
25 C 1.08655 2.25036 3.02273
26 C -0.86105 -2.11284 -1.71437
27 C 2.20305 3.01386 3.32163
28 H -1.86205 -4.75384 1.88133
29 N 1.99985 0.02276 -1.38207
30 C -0.30075 -3.37004 -1.51527
31 Cl 1.42015 -3.36524 -1.35367
32 C 0.44835 2.52216 -3.69537
33 N 0.40135 0.71776 -5.40007
34 C 3.46765 2.56896 2.97363
35 Cl -3.39105 -5.85034 -1.13347
36 C 2.16615 2.45196 -1.81527
37 H 3.69435 1.00916 -2.18917
38 Lu -0.37555 -0.13124 -0.82287
39 H 2.84005 1.45376 -4.34687
40 C -0.02055 -4.55814 2.95733
41 C 2.23465 0.78606 -3.73017
42 H 1.80015 -4.05934 3.96383
43 H -1.96995 -2.37694 1.26513
44 H 2.32825 -0.90594 -1.67507
45 H -2.70185 -0.84694 3.42393
46 C -0.16965 -1.84564 2.32223
47 Cl -2.90205 -0.45104 -1.62607
48 H 1.64515 -1.66364 3.45093
49 H -4.84035 0.21556 3.99553
50 H 2.41215 0.14926 -0.44977
51 H -0.07795 2.60086 -0.38907
52 H 2.60935 -0.33904 1.48473
53 H 1.07315 3.15756 -4.32667
54 Si -0.31125 -0.01034 1.82673
55 H 4.59705 0.98726 2.07763
56 C -4.40655 2.03136 2.95253
57 H 0.58525 -0.27664 -5.59727
58 H -1.17815 2.68196 -1.57887
59 C -1.97265 0.81896 2.29573
60 H 2.49445 -0.24414 -3.97887
61 Cl -0.27185 -6.04654 -1.10947
62 C 0.88695 -2.33934 3.08183
63 H -5.33655 2.50566 3.22313
64 N -0.27095 2.26456 -1.34117
65 C -1.04065 -4.53604 -1.35887
66 C 0.75365 1.05366 -3.97707
67 C 1.20855 1.04536 2.33763
68 H 2.25855 2.52156 -0.72847
69 C -3.06555 -3.19464 -1.47387
70 H -3.69705 3.71136 1.83453
71 H 0.02925 -5.60434 3.21773


[3]
A structure of composition C30H31Cl8CuF12N5O14S4 in a non-equilibrium geometry, computed with the ωB97M-V functional and the def2-TZVPD basis.

Calculated values
Kohn-Sham gap (alpha / beta), eV: 7.99 / 5.09
F_max, eV Å⁻¹: 7.98
<S²>: 2.02
HOMO level (alpha / beta), eV: -6.688 / -7.532
Total charge: -1
2S+1: 3

Element x y z (Å)
1 H -17.46262 22.86104 -6.12154
2 N -17.83127 22.04533 2.17512
3 C -17.77824 23.15577 -7.11145
4 H -9.79179 26.29244 -2.27564
5 H -11.05345 30.53752 -7.93286
6 H -11.69058 28.02953 -9.58712
7 Cl -10.92607 25.41821 -4.15339
8 H -16.75422 25.09730 -0.70732
9 H -15.02232 26.02444 -9.90805
10 H -16.96913 24.73180 0.93516
11 S -16.02360 27.30679 -4.51423
12 C -17.56297 21.96424 -0.38762
13 F -20.75633 31.54793 -5.72539
14 C -16.38935 26.71806 0.73904
15 O -17.95187 29.40702 -8.33926
16 C -12.97193 33.38425 -2.91461
17 Cl -11.49226 27.93275 -0.66656
18 O -16.56454 28.36934 -3.65097
19 H -13.06152 34.45653 -2.82191
20 N -12.21036 33.67632 -5.30917
21 H -12.64782 30.89106 -5.23610
22 H -13.07969 29.53313 -3.39562
23 C -19.37269 23.39140 0.63485
24 H -16.94667 22.11476 -10.16970
25 C -16.29267 25.26359 0.26605
26 C -21.93414 30.94871 -6.12470
27 F -14.88935 29.19045 -6.60085
28 O -12.02005 34.80007 -5.05525
29 C -13.04344 32.55553 -1.80093
30 Cl -13.51321 27.31509 -12.02799
31 C -18.77838 24.10505 -7.44686
32 F -15.43483 28.95569 -8.67155
33 O -16.87401 21.29065 2.34760
34 Cl -12.82441 30.11641 -10.09317
35 O -19.82388 26.03523 -6.51439
36 H -18.86572 23.66165 -10.80187
37 O -15.37104 25.61282 -6.81918
38 C -19.84437 23.62218 -0.58738
39 O -12.12404 33.19260 -6.36887
40 Cu -18.70471 28.52530 -6.11404
41 S -19.29029 29.77836 -8.74691
42 C -15.54314 26.07841 -10.86405
43 F -22.42549 30.26727 -5.13049
44 F -15.49321 25.30511 -2.74417
45 C -10.61884 26.63064 -2.89991
46 H -12.95290 33.00681 -0.82391
47 C -11.00062 29.50179 -8.26840
48 O -19.70823 24.27842 -5.32330
49 S -16.13466 26.77788 -7.10549
50 F -19.17572 27.37552 -10.16945
51 N -17.06171 27.35612 -5.99671
52 C -18.48082 23.51204 -9.80394
53 H -11.93673 25.75279 -1.49712
54 H -19.58501 23.52703 -2.61501
55 C -15.20768 27.32008 -11.65809
56 H -15.64540 27.26419 -12.65478
57 H -16.05589 26.87132 1.76541
58 H -11.60471 29.06048 -7.47567
59 H -16.59201 26.04668 -10.56912
60 C -11.42749 29.08418 -9.66833
61 O -22.49800 28.51038 -7.22063
62 O -14.57437 27.41466 -4.60291
63 H -12.75690 27.07689 -2.45196
64 H -13.03517 30.55879 -1.03894
65 O -16.99255 26.63687 -8.28432
66 H -20.75151 24.14620 -0.84986
67 C -14.96077 28.27374 -7.63632
68 C -12.98339 31.16552 -1.93090
69 F -22.92312 31.72994 -6.53864
70 C -18.25377 22.50032 0.80347
71 C -12.75711 32.80617 -4.18418
72 Cl -15.21087 24.61844 -11.77713
73 F -19.63221 29.13398 -11.37107
74 H -10.65356 29.16997 -10.43108
75 C -17.91694 22.58374 -1.58967
76 H -17.29643 22.40926 -2.45622
77 H -17.39364 27.07209 0.50630
78 C -16.51514 25.62410 -3.60079
79 H -10.33792 27.56214 -3.39134
80 H -16.65978 21.37916 -0.29627
81 H -15.41139 28.30954 -11.24872
82 C -17.53674 22.63463 -9.42946
83 C -13.06740 30.60070 -3.23272
84 O -19.50784 31.17947 -9.18177
85 Cl -14.64511 24.64840 0.53986
86 C -19.83297 28.50529 -10.24404
87 C -19.12471 23.23449 -1.68283
88 Cl -9.42955 28.90044 -7.74995
89 H -16.33191 21.71041 -8.02697
90 C -12.83123 31.39534 -4.29884
91 O -18.54763 22.50566 3.09875
92 O -22.04515 30.33067 -8.79468
93 C -19.14718 24.19246 -8.80063
94 H -19.90970 23.81528 1.47051
95 S -21.65013 29.67691 -7.53539
96 F -13.77011 27.72351 -7.95902
97 N -20.14039 29.30582 -7.32828
98 F -17.79636 25.74841 -3.11427
99 N -19.57275 24.83772 -6.40642
100 Cl -15.41801 27.79395 -0.31508
101 F -16.49071 24.55808 -4.46609
102 F -21.15473 28.19122 -10.16229
103 H -19.86999 24.97737 -8.96755
104 C -11.83562 26.71819 -1.99298
105 C -17.15402 22.40540 -8.11364


- Look up the F_max of the first one.
  6.73 eV Å⁻¹


- Number 1 is which compound?
  C30H31Cl32I2N6O5


- Which of these has the lowest F_max?
  C30H31Cl5LuN3Si


- Which value of F_max does entry 1 give?
  6.73 eV Å⁻¹